This record from the Open Molecules 2025 dataset describes a cluster of 2 separate species, C4H15N4 in total in a non-equilibrium geometry. The level of theory is the ωB97M-V functional and the def2-TZVPD basis.

```
23
Properties=species:S:1:pos:R:3:forces:R:3
C 1.8426 1.7687 -0.9227 -0.7 0.1 1.5
N 0.8997 0.6558 -1.1194 0.8 0.0 0.0
C -0.3825 0.8875 -0.4621 0.3 -0.5 -1.7
C 0.7597 0.3167 -2.5622 -0.7 1.3 1.0
H 1.9980 2.0059 0.1886 -0.7 -0.2 -1.4
H 1.4630 2.6545 -1.4698 0.5 -0.1 0.3
H 2.8281 1.4667 -1.2184 0.4 0.0 -0.7
H -0.9262 -0.0667 -0.5743 -0.2 1.0 -0.5
H -0.2102 0.9839 0.5983 0.1 0.7 0.3
H -0.9594 1.7543 -0.8815 0.2 -0.7 0.5
H 0.0910 -0.5295 -2.5966 -0.5 0.0 -0.4
H 1.6787 -0.0152 -2.9828 1.0 -0.1 -0.1
H 0.4198 1.2122 -3.1666 0.0 -1.0 0.5
N -2.2023 -0.0570 1.2603 3.1 -3.8 -0.4
C -1.0483 -1.3772 1.3926 2.3 3.2 4.1
N 0.3962 -1.5215 1.2331 -5.5 2.0 -2.7
N -1.3649 -2.0195 2.6043 -1.1 -0.7 -1.5
H -2.9232 -0.7398 1.4763 -0.9 0.4 0.3
H -1.9081 0.3067 2.1736 -0.3 0.3 0.1
H 0.5500 -2.4456 0.8544 0.8 -0.7 0.2
H 0.6075 -0.8001 0.5461 1.4 0.1 -1.0
H -0.9391 -2.9285 2.4608 0.1 -0.8 0.9
H -0.6701 -1.5121 3.1681 -0.5 -0.4 0.7
```
Forces are in eV/Å.

**Orbital gap**: 4.96 eV
**HOMO energy**: -12.106 eV
**LUMO energy**: -7.1458 eV
**Net charge**: +1

---

This record from the Open Molecules 2025 dataset describes a cluster of 2 separate species, C3H12N2OS in total in a non-equilibrium geometry. The level of theory is the ωB97M-V functional and the def2-TZVPD basis.

```
19
Properties=species:S:1:pos:R:3:forces:R:3
N -1.8868 -0.0863 0.4414 -1.8 -0.7 -0.4
C -1.0614 -0.3240 -0.7667 0.1 0.0 0.4
C 0.3928 0.0453 -0.4193 0.5 -0.4 1.0
N 0.4973 1.5031 -0.3547 -0.2 -0.6 -0.8
C 1.3877 -0.6176 -1.3997 -0.8 -0.5 -0.8
S 3.1116 -0.3824 -0.8733 0.4 0.5 0.1
H -2.8735 -0.4200 0.2788 1.5 0.0 0.1
H -2.0774 0.8981 0.5317 0.5 0.6 0.0
H -1.1361 -1.3848 -1.0309 0.0 0.1 0.1
H -1.3921 0.2934 -1.6207 0.2 -0.3 0.2
H 0.6459 -0.4214 0.5770 -0.5 0.6 -0.7
H 1.1262 1.8444 -1.0663 0.1 0.4 0.5
H 0.5444 1.9486 0.5455 0.4 -0.2 0.0
H 1.2008 -1.7004 -1.3731 -0.1 0.3 0.0
H 1.1492 -0.2858 -2.4324 0.5 0.0 0.5
H 3.8799 -0.9505 -1.8460 -0.8 0.1 0.1
O -0.9371 0.3863 3.6381 -1.0 -1.4 -0.4
H -1.4267 -0.0310 2.8924 0.6 0.8 -0.2
H -1.1448 -0.3150 4.2780 0.5 0.5 0.4
```
Forces are in eV/Å.

**Orbital gap**: 9.86 eV
**HOMO energy**: -8.971 eV
**LUMO energy**: 0.8912 eV
**Net charge**: 0

---

This record from the Open Molecules 2025 dataset describes an isolated molecule of C2H2IN3 in a non-equilibrium geometry. The level of theory is the ωB97M-V functional and the def2-TZVPD basis.

```
8
Properties=species:S:1:pos:R:3:forces:R:3
I -0.7833 2.3462 0.8934 -0.2 0.7 0.2
C -0.4868 0.5250 0.0890 1.7 -1.9 0.8
C 0.7389 -0.0751 -0.4659 -1.7 -0.8 -1.7
N 0.4273 -0.6269 0.7966 -0.5 1.3 1.1
N -0.7441 -1.4072 0.5426 0.4 -2.4 0.1
N -1.4666 -0.5837 0.0355 -2.3 1.6 -0.5
H 0.7060 -0.5891 -1.3971 -0.7 -1.2 -0.5
H 1.6085 0.4108 -0.4940 3.2 2.6 0.6
```
Forces are in eV/Å.

**Orbital gap**: 9.58 eV
**HOMO energy**: -9.579 eV
**LUMO energy**: 0.0056 eV
**Net charge**: 0

---

This record from the Open Molecules 2025 dataset describes an isolated molecule of C4H11NO2 in a non-equilibrium geometry. The level of theory is the ωB97M-V functional and the def2-TZVPD basis.

```
18
Properties=species:S:1:pos:R:3:forces:R:3
C 1.4301 0.2415 1.9544 -1.4 0.5 -1.4
C 0.3263 0.5021 0.8788 0.3 -1.1 0.2
O -0.8156 1.1396 1.3885 0.6 1.8 -0.2
C -0.0415 -0.8009 0.1852 0.2 -0.1 -0.4
N -1.1613 -0.7152 -0.7679 0.6 0.7 0.7
C -1.0423 0.2718 -1.8277 0.8 -0.6 -0.5
O -0.3289 -0.2790 -2.9495 -0.7 -0.4 -0.7
H 2.2564 -0.2604 1.4540 0.1 -0.1 0.3
H 1.7125 1.2457 2.2523 0.3 -0.2 0.7
H 0.9700 -0.3718 2.7236 0.4 0.1 0.4
H 0.7775 1.1914 0.1652 -0.2 0.2 -0.1
H -1.5031 0.6317 1.7925 -0.1 -1.1 0.1
H 0.8453 -1.2302 -0.3299 -0.1 0.2 0.5
H -0.3575 -1.4801 0.9841 0.1 -0.2 -0.2
H -1.1382 -1.6094 -1.2409 -0.5 -0.1 -0.2
H -0.4785 1.1887 -1.6388 -0.6 0.0 1.1
H -2.0693 0.4801 -2.1271 0.3 0.2 -0.5
H 0.6181 -0.1455 -2.8968 0.0 0.2 0.3
```
Forces are in eV/Å.

**Orbital gap**: 9.98 eV
**HOMO energy**: -9.178 eV
**LUMO energy**: 0.8010 eV
**Net charge**: 0

---

This record from the Open Molecules 2025 dataset describes a cluster of 2 separate species, C3H9N3O in total in a non-equilibrium geometry. The level of theory is the ωB97M-V functional and the def2-TZVPD basis.

```
16
Properties=species:S:1:pos:R:3:forces:R:3
C 0.0976 0.8876 1.1319 -3.1 -2.1 -3.1
C 0.8827 -1.0879 -1.7395 -0.1 -1.1 0.2
C -1.0164 0.1053 -0.8924 2.2 1.1 1.2
N -0.7559 1.7431 1.7137 1.4 1.3 2.3
N -0.4338 -1.1271 -1.0905 1.1 1.0 -0.3
N 0.9906 0.0849 1.5436 1.1 1.6 0.3
O -0.3137 -1.8076 0.1166 -0.2 -0.8 0.9
H 0.9325 -1.7581 -2.6167 0.0 0.2 0.5
H 1.0850 -0.0919 -2.0462 0.3 0.9 -0.4
H 1.5957 -1.3796 -0.9552 0.1 0.1 -0.7
H -0.8074 0.9297 -1.5969 0.0 -0.8 0.2
H -2.0051 0.0385 -0.5642 -1.4 0.1 0.9
H -1.5657 2.1271 1.2571 0.4 0.0 -0.2
H -0.4658 2.1863 2.6334 -0.7 -0.7 -1.4
H 0.3212 -1.2706 0.7029 -0.9 -0.4 -0.8
H 1.4585 0.4204 2.4023 -0.3 -0.4 0.1
```
Forces are in eV/Å.

**Orbital gap (spin up / spin down)**: 7.99 / 7.99 eV
**HOMO energy (spin up / spin down)**: -7.379 / -7.378 eV
**LUMO energy (spin up / spin down)**: 0.6099 / 0.6078 eV
**Net charge**: 0

---

This record from the Open Molecules 2025 dataset describes an isolated molecule of C5H10O2 in a non-equilibrium geometry. The level of theory is the ωB97M-V functional and the def2-TZVPD basis.

```
17
Properties=species:S:1:pos:R:3:forces:R:3
C 2.2782 -0.8418 0.0522 -1.2 0.1 1.4
C 1.0266 -0.9427 -0.4172 -0.3 2.2 1.4
C -0.2396 -0.0776 -0.0266 3.4 1.1 0.7
C -0.4819 1.0591 -1.0776 -3.0 -5.9 -0.3
C -0.0429 0.5249 1.4437 -3.4 -0.4 -1.2
O -1.2725 -0.9868 -0.0523 -1.2 -1.6 -0.7
O -2.4938 -0.2621 -0.0684 0.2 1.1 2.4
H 3.0041 -1.4978 -0.4066 0.4 0.2 0.2
H 2.5122 -0.2906 1.0188 -0.1 -0.6 -1.7
H 0.8513 -1.5471 -1.2469 -0.3 -1.1 -1.4
H -1.4429 1.3451 -0.6908 -0.5 0.9 -0.9
H 0.1952 1.7484 -0.9618 3.8 3.8 0.3
H -0.4846 0.5532 -2.1008 -0.2 1.1 1.2
H 0.7108 -0.0699 1.9342 0.5 0.8 0.4
H -1.0333 0.2610 1.9791 1.5 0.5 -0.7
H -0.0594 1.6419 1.3654 0.9 -1.0 0.6
H -3.0275 -0.6171 -0.7444 -0.5 -1.2 -1.6
```
Forces are in eV/Å.

**Orbital gap**: 10.38 eV
**HOMO energy**: -9.529 eV
**LUMO energy**: 0.8549 eV
**Net charge**: 0

---

This record from the Open Molecules 2025 dataset describes a structure of composition C27H23BrN6SW in a non-equilibrium geometry. The level of theory is the ωB97M-V functional and the def2-TZVPD basis.

```
59
Properties=species:S:1:pos:R:3:forces:R:3
W -0.4302 -1.9674 -0.9091 -0.6 -2.3 -0.8
C 3.9442 -1.2880 -0.6909 0.0 -0.1 0.0
C 4.4225 -2.5710 -0.4580 -0.1 0.1 0.0
C 3.5190 -3.6094 -0.3173 -0.1 0.0 0.0
C 2.1588 -3.3538 -0.4104 0.2 0.0 0.0
N 1.6998 -2.0988 -0.6201 0.4 -0.1 0.0
C 2.5828 -1.0965 -0.7585 0.0 0.1 0.0
C 1.1035 -4.3695 -0.2962 -0.1 0.0 0.2
C 1.3591 -5.7225 -0.4524 0.0 0.1 0.0
C 0.3150 -6.6370 -0.3951 -0.1 0.1 0.0
C -0.9816 -6.2000 -0.1637 0.0 -0.1 0.0
C -1.2449 -4.8441 -0.0364 -0.2 0.1 0.1
C -0.2203 -3.8942 -0.1076 0.1 0.4 -0.1
H 4.6143 -0.4511 -0.8216 0.0 0.0 0.0
H 5.4852 -2.7555 -0.3796 0.0 0.0 0.0
H 3.8647 -4.6169 -0.1401 0.0 0.0 0.0
H 2.1787 -0.1101 -0.9445 0.0 0.0 0.0
H 2.3610 -6.0689 -0.6676 0.0 0.0 0.0
H 0.5126 -7.6877 -0.5588 0.0 0.0 0.1
H -1.7953 -6.9110 -0.1189 0.0 0.0 0.0
H -2.2762 -4.5347 0.0870 0.0 0.0 -0.1
N 0.9359 4.8622 0.8960 -0.1 -0.2 0.1
C 1.4264 6.0429 0.4112 0.1 0.0 -0.5
C 1.8087 7.2304 1.0296 0.0 0.1 0.1
C 2.3008 8.2161 0.2054 0.0 -0.1 0.1
C 2.4124 8.0409 -1.1916 0.0 0.0 -0.1
C 2.0284 6.8774 -1.8057 0.0 -0.1 0.0
C 1.5189 5.8529 -0.9920 0.1 0.3 0.6
N 1.0822 4.6093 -1.3186 -0.1 -0.4 -0.1
C 0.7403 4.0333 -0.1839 0.2 0.5 -0.1
C 0.3144 2.6655 -0.1356 -0.1 -0.5 0.0
C 0.1751 1.9094 1.0383 0.0 0.3 -0.1
C -0.1244 0.5710 0.9646 0.0 -0.3 0.1
N -0.3316 -0.0636 -0.2021 0.3 1.5 0.2
C -0.2748 0.6807 -1.3454 -0.1 0.1 0.1
C 0.0580 1.9999 -1.3555 0.0 0.2 0.1
H 0.6997 4.6775 1.8551 0.0 0.0 0.0
H 1.7230 7.3730 2.0985 0.0 0.0 0.0
H 2.6198 9.1539 0.6394 0.0 0.0 0.0
H 2.8140 8.8521 -1.7829 0.0 0.0 0.0
H 2.1091 6.7331 -2.8742 0.0 0.0 0.0
H 0.3273 2.3531 2.0119 0.0 -0.1 0.0
H -0.1846 -0.0312 1.8621 0.0 0.0 0.0
H -0.5120 0.1662 -2.2788 0.1 0.0 0.0
H 0.1351 2.5519 -2.2812 0.0 0.0 0.0
C -5.7147 -0.8744 0.3264 -0.3 0.0 -0.2
N -4.6619 -1.4882 1.1215 0.1 0.0 0.0
C -4.7632 -1.7686 2.4723 0.0 -0.1 0.2
C -3.6155 -2.3601 2.8546 -0.1 0.0 0.1
N -2.8225 -2.4370 1.7255 -0.2 0.2 0.0
C -3.4696 -1.8967 0.6689 0.2 -0.1 0.3
S -2.9279 -1.7891 -0.9544 0.2 -0.2 -0.4
H -6.2707 -0.1829 0.9530 0.0 0.0 0.0
H -6.3950 -1.6353 -0.0545 0.0 0.0 0.0
H -5.2848 -0.3416 -0.5176 0.1 0.0 0.1
H -5.6368 -1.5194 3.0485 0.0 0.0 -0.1
H -3.3216 -2.7484 3.8133 0.1 0.0 0.0
H -1.9174 -2.8750 1.6716 0.1 -0.1 -0.1
Br -0.1732 -2.6533 -3.2340 -0.2 0.5 0.4
```
Forces are in eV/Å.

**Orbital gap (spin up / spin down)**: 5.63 / 6.09 eV
**Spin multiplicity**: 3
**HOMO energy (spin up / spin down)**: -12.832 / -12.921 eV
**LUMO energy (spin up / spin down)**: -7.2049 / -6.8361 eV
**Net charge**: +2

---

Calculated energy in order - -379.9755 -704.4178 -539.1966 -364.2036 -359.0304 -346.8181 -4410.0841 hartree
Calculated ΔE to the lowest compared entry with this formula, charge and spin in order - 164.2 12.8 102.5 40.5 134.3 130.1 16.5 kcal/mol